[1]
This record from the Open Molecules 2025 dataset describes a structure of composition C30H25N9PbS3 in a non-equilibrium geometry. The level of theory is ωB97M-V with the def2-TZVPD basis set.

Element x y z (Å)
Pb (-1.2301, 1.8921, 0.4654)
C (-0.7018, 1.6815, 5.1792)
C (-0.7395, 2.1885, 3.8605)
N (-1.3310, 1.4596, 2.9296)
C (-1.7885, 0.1807, 3.2262)
C (-1.9289, -0.2787, 4.5362)
C (-1.4156, 0.5575, 5.5089)
C (-2.5370, -1.5177, 4.7799)
C (-2.9353, -2.2526, 3.6876)
C (-2.7957, -1.7361, 2.3931)
C (-2.2178, -0.5711, 2.0941)
N (-1.9169, -0.1440, 0.8053)
C (-2.3539, -0.8324, -0.3476)
C (-2.0616, -2.1447, -0.5307)
C (-2.7208, -2.9300, -1.4323)
C (-3.5994, -2.3589, -2.2620)
C (-3.8430, -0.9679, -2.2699)
C (-4.7719, -0.3798, -3.0934)
C (-4.9539, 0.9942, -3.0423)
C (-4.2846, 1.7633, -2.0235)
N (-3.4919, 1.1728, -1.1524)
C (-3.1849, -0.1562, -1.3072)
H (-0.2817, 2.2809, 5.9755)
H (-0.2793, 3.1366, 3.6080)
H (-1.4851, 0.2660, 6.5905)
H (-2.5146, -1.8956, 5.8024)
H (-3.2323, -3.2274, 3.7800)
H (-3.0961, -2.4177, 1.5818)
H (-1.4026, -2.4827, 0.2558)
H (-2.5447, -3.9910, -1.5596)
H (-4.0712, -2.9802, -3.0248)
H (-5.4808, -0.9772, -3.6985)
H (-5.6008, 1.4721, -3.7793)
H (-4.4553, 2.8516, -1.9295)
C (7.5594, 0.0675, 1.3820)
C (6.6981, 0.8117, 0.4248)
S (5.7082, 0.1385, -0.6776)
C (6.6996, 2.3240, 0.5021)
C (5.4019, 3.0191, 0.5165)
S (8.1592, 3.0459, 0.5048)
H (7.4144, -0.9937, 1.3093)
H (7.2818, 0.3935, 2.3443)
H (8.6232, 0.4084, 1.1762)
H (4.7129, 2.4263, 1.2090)
H (4.8417, 2.9721, -0.3965)
H (5.4873, 4.0661, 0.7975)
C (-1.6140, -1.2766, -4.8120)
C (-0.1184, -0.8216, -4.8897)
C (0.3720, 0.0232, -3.7410)
N (-0.3590, 0.4805, -2.7985)
N (0.3779, 1.2288, -1.8948)
C (1.6669, 1.2930, -2.1746)
N (2.5382, 2.0081, -1.4460)
S (2.0984, 0.4556, -3.5817)
H (-1.9515, -1.6777, -5.8055)
H (-2.2919, -0.3884, -4.6114)
H (-1.7752, -1.8938, -3.9094)
H (0.1367, -0.1817, -5.7519)
H (0.4734, -1.7042, -4.8928)
H (2.2072, 1.9459, -0.4475)
H (3.4866, 1.6712, -1.5682)
N (1.3022, 1.4276, 1.1953)
C (1.1045, 0.2653, 1.3421)
C (1.1090, -1.1239, 1.1523)
C (1.2388, -1.5048, -0.2000)
N (1.3160, -1.9913, -1.2448)
C (0.7478, -1.9939, 2.1908)
N (0.5951, -2.5761, 3.1897)

Properties
* HOMO energy: -7.45 eV
* energy relative to the best compared isomer or geometry (same formula, charge and spin): 1.2 kcal/mol
* Kohn-Sham gap: 6.3 eV

[2]
This record from the Open Molecules 2025 dataset describes the molecule C24H17FN2O in a non-equilibrium geometry. The level of theory is ωB97M-V with the def2-TZVPD basis set.

Element x y z (Å)
O (2.6548, -1.5338, 4.6338)
F (-4.4524, -1.4471, 6.6622)
N (1.7810, 0.0767, -1.5735)
C (1.7595, -1.3519, 3.8279)
C (0.5895, -0.3931, -3.7196)
C (-0.1420, -1.1973, -4.5168)
C (1.0976, -0.7796, -2.3573)
C (0.3726, -1.2540, 4.3667)
C (-0.5945, -0.5174, 3.7140)
C (1.8241, 3.1271, -5.0237)
C (-4.1608, 0.5782, 3.7222)
C (1.2026, 3.0370, -6.2478)
C (-4.7348, -0.1211, 4.7555)
C (2.2046, 0.6317, 0.6801)
C (2.1460, -1.6961, 0.0897)
C (2.0919, 0.3600, 2.0311)
C (2.0802, -1.9859, 1.4538)
C (1.5479, 2.0624, -4.0855)
C (-2.8368, 0.3337, 3.3934)
C (-2.5139, -1.0147, 5.2838)
C (0.5578, 1.8407, -6.5941)
C (-3.9291, -0.9052, 5.5977)
C (2.1114, -0.3554, -0.3117)
C (2.0340, -0.9784, 2.4241)
C (0.8626, 0.9033, -4.3774)
C (-2.0001, -0.5079, 4.1231)
C (0.4223, 0.7816, -5.6593)
N (-0.2504, -0.4598, -5.7218)
H (-0.6628, -2.0540, -4.2251)
H (1.0442, -1.8068, -2.1142)
H (0.2168, -1.9085, 5.1994)
H (-0.2765, -0.0864, 2.7634)
H (2.4060, 3.9576, -4.7542)
H (-4.8385, 1.2169, 3.1716)
H (1.2181, 3.9210, -6.9968)
H (-5.7741, 0.2017, 5.0686)
H (2.1790, 1.5570, 0.2891)
H (2.0883, -2.4616, -0.5995)
H (1.9961, 1.1786, 2.6941)
H (2.0081, -3.0575, 1.8466)
H (1.9249, 2.1017, -3.0413)
H (-2.5315, 0.7986, 2.4072)
H (-1.9856, -1.6307, 5.8604)
H (0.0055, 1.6658, -7.5209)
H (-0.7438, -0.8270, -6.6189)

Properties
* HOMO energy: -7.90 eV
* energy relative to the best compared isomer or geometry (same formula, charge and spin): 5.4 kcal/mol
* Kohn-Sham gap: 7.6 eV

[3]
This record from the Open Molecules 2025 dataset describes the molecule C5H7N3 in a non-equilibrium geometry. The level of theory is ωB97M-V with the def2-TZVPD basis set.

Element x y z (Å)
C (0.0870, -0.4370, 0.5879)
C (-1.2937, 0.1721, 1.1379)
C (0.4832, 0.7586, -0.2914)
C (1.5512, 0.5849, -1.2961)
C (2.4717, 0.4956, -2.1733)
H (0.5437, -2.3090, -0.4031)
H (-0.8958, -2.2424, 0.5363)
H (0.7695, -0.9944, 1.1444)
H (-1.9980, -0.7947, 1.1331)
H (-1.1961, 0.4376, 2.2123)
H (-1.6757, 1.9792, 0.8265)
H (3.3268, 0.9819, -2.9920)
N (-0.3765, -1.5758, -0.1914)
N (-1.4948, 1.2211, 0.1725)
N (-0.3025, 1.7223, -0.4037)

Properties
* HOMO energy: -8.98 eV
* energy relative to the best compared isomer or geometry (same formula, charge and spin): 166.9 kcal/mol
* Kohn-Sham gap: 9.4 eV

[4]
This record from the Open Molecules 2025 dataset describes a structure of composition C6H10O3Tl in a non-equilibrium geometry. The level of theory is ωB97M-V with the def2-TZVPD basis set.

Element x y z (Å)
O (-1.2930, -1.5437, -0.5793)
Tl (-1.4897, -2.6069, -3.0293)
O (-0.3776, -0.3951, -2.2438)
C (-0.8313, -0.5014, -1.1155)
O (-0.3955, 0.3398, -0.0766)
C (0.7076, 1.2836, -0.2626)
H (0.5757, 1.9586, 0.5905)
H (0.5145, 1.7584, -1.2287)
C (2.0294, 0.5922, -0.2312)
C (2.9387, 0.7328, -1.1954)
H (2.2642, 0.0255, 0.6739)
H (3.9516, 0.3466, -1.0749)
H (2.7101, 1.2699, -2.1186)
C (-0.8120, -0.6282, 1.2928)
C (-2.2134, -0.2718, 1.7113)
H (-0.5311, -1.6638, 1.4922)
H (-0.0528, -0.1352, 1.9101)
H (-2.9533, -0.7290, 1.0428)
H (-2.3702, -0.6462, 2.7318)
H (-2.3719, 0.8140, 1.7105)

Properties
* HOMO energy: -13.62 eV
* Kohn-Sham gap: 9.9 eV
* total charge: +1

[5]
This record from the Open Molecules 2025 dataset describes a cluster of 2 separate species, C5H6N2 in total in a non-equilibrium geometry. The level of theory is ωB97M-V with the def2-TZVPD basis set.

Element x y z (Å)
C (1.2735, -0.1570, -1.4922)
C (1.2688, -1.5272, 0.2771)
C (0.0232, -0.1791, -0.9303)
C (-0.9024, 0.1954, 0.0428)
C (-1.1158, 1.3088, 0.8954)
N (1.9550, -1.1312, -0.7506)
N (0.0138, -0.9208, 0.2826)
H (1.6272, 0.0523, -2.4600)
H (1.6466, -2.3119, 0.9659)
H (-2.3404, -0.4835, -0.0976)
H (-0.1434, 1.7720, 1.2065)
H (-1.7660, 1.2617, 1.8012)
H (-1.5401, 2.1204, 0.2593)

Properties
* HOMO energy: -8.87 eV
* energy relative to the best compared isomer or geometry (same formula, charge and spin): 128.2 kcal/mol
* Kohn-Sham gap: 9.6 eV